The following is a DFT calculation (the ωB97M-V functional and the def2-TZVPD basis) of the ion C8H13N2O2 with charge +1.

Calculated values
E_LUMO   -2.5 eV
Orbital gap   11.087 eV
Total charge   +1
SMILES   C[N@@H+]1[C@@]2(OC(N)=O)CC[C@H]3C[C@]312

Last column: Mulliken charge in e.
CARTESIAN COORDINATES (ANGSTROEM)
C (-0.3208, 2.1562, -0.6437)  -1.03
N (0.2826, 0.7700, -0.5700)  -0.07
C (-0.2744, -0.3221, 0.3059)  0.61
O (-1.4309, -0.1340, 0.9454)  -0.48
C (-2.5650, -0.1711, 0.1401)  0.52
N (-3.6511, -0.2345, 0.8843)  -0.32
O (-2.3958, -0.0848, -1.0611)  -0.54
C (0.1480, -1.5703, -0.5378)  -0.76
C (1.7777, -1.4448, -0.7245)  -1.03
C (2.0900, -0.6849, 0.5747)  0.06
C (2.4179, 0.6686, 1.0105)  -0.84
C (1.0130, 0.3842, 0.6762)  0.54
H (-0.6050, 2.3294, 0.4577)  0.35
H (0.4641, 2.7514, -0.9982)  0.41
H (-1.2964, 2.0072, -1.0359)  0.39
H (0.4022, 0.6591, -1.5663)  0.29
H (-4.5105, -0.5679, 0.5835)  0.25
H (-3.4259, 0.0993, 1.8302)  0.24
H (-0.1095, -1.6915, -1.5983)  0.36
H (0.0054, -2.4123, 0.0681)  0.56
H (2.0703, -2.4934, -0.8857)  0.37
H (1.9286, -0.9660, -1.6985)  0.40
H (2.1537, -1.2002, 1.5430)  0.29
H (2.8203, 0.8463, 1.9759)  0.24
H (3.0117, 1.3060, 0.3246)  0.21

=====

The following is a DFT calculation (the ωB97M-V functional and the def2-TZVPD basis) of a cluster of 2 separate species, C8H13N2O4S in total.

Calculated values
E_LUMO   -3.3 eV
Orbital gap   8.194 eV
Total charge   +1

Last column: Mulliken charge in e.
CARTESIAN COORDINATES (ANGSTROEM)
C (-2.5431, -2.5261, 0.5952)  -0.67
C (-3.2521, -1.8455, 1.5432)  -0.03
C (0.0618, 0.6774, 1.1408)  0.53
C (0.5679, -0.5665, 1.3672)  0.15
C (-2.1169, -0.3505, -0.1133)  0.34
C (3.0890, -0.9948, -1.1165)  -1.31
C (-0.7795, 3.9734, 0.1473)  -0.61
C (1.9876, -0.2505, -0.4789)  -0.16
N (0.0283, 1.9189, 1.1630)  -0.51
N (-2.0499, -1.6488, -0.3905)  0.02
O (0.0227, -1.3640, 2.2416)  -0.40
O (-1.7394, 0.6001, -0.9536)  -0.41
O (1.4395, -1.1042, 0.4841)  -0.30
O (-1.0475, 2.6360, 0.4929)  -0.19
S (-3.0777, -0.1761, 1.2832)  0.06
H (-2.3101, -3.5542, 0.5016)  0.45
H (-3.7825, -2.0813, 2.5000)  0.39
H (2.8156, -1.8512, -1.7090)  0.31
H (3.7341, -0.2984, -1.6680)  0.39
H (3.7288, -1.2260, -0.2452)  0.33
H (-1.2383, 4.6052, 0.8171)  0.28
H (-1.2904, 4.1198, -0.8918)  0.22
H (0.3232, 4.0042, 0.1937)  0.30
H (1.2684, 0.1800, -1.2156)  0.26
H (2.1187, 0.7162, 0.1291)  0.40
H (0.3700, -2.2481, 2.1464)  0.36
H (-1.6073, -2.0976, -1.2930)  0.35
H (-2.0051, 1.4882, -0.6341)  0.43

=====

The following is a DFT calculation (the ωB97M-V functional and the def2-TZVPD basis) of a cluster of 2 separate species, C8H13N2S in total.

Calculated values
E_LUMO   -3.6 eV
Orbital gap   8.912 eV
Total charge   +1

Last column: Mulliken charge in e.
CARTESIAN COORDINATES (ANGSTROEM)
C (2.6849, -1.2423, 0.7273)  -0.54
C (1.2122, 0.1668, -0.3626)  -0.91
C (1.4734, -1.1483, 0.1136)  0.41
C (2.2583, 0.9953, -0.1191)  0.38
C (-3.1712, 0.3796, 0.7411)  -0.41
C (-1.7305, 0.2069, 1.2194)  -0.60
C (-2.0565, 0.2536, -0.1990)  0.45
C (0.5466, -2.2950, -0.0971)  -1.29
N (2.3911, 2.3877, -0.5681)  -0.20
N (-1.5962, 0.3039, -1.3567)  -0.59
S (3.5631, 0.2326, 0.7403)  -0.13
H (3.1304, -2.1102, 1.1721)  0.48
H (-3.8576, -0.4419, 0.8777)  0.26
H (-3.6353, 1.3499, 0.8509)  0.24
H (-1.2236, 1.0470, 1.6742)  0.22
H (-1.4653, -0.7382, 1.6674)  0.21
H (1.0916, -3.2346, -0.0897)  0.45
H (-0.2058, -2.3346, 0.6876)  0.20
H (0.0318, -2.1834, -1.0480)  0.34
H (2.1369, 3.0628, 0.1687)  0.37
H (3.3673, 2.5679, -0.8455)  0.39
H (1.7753, 2.5358, -1.3813)  0.39
H (-2.2944, 0.4102, -2.0931)  0.20
H (0.3118, 0.4114, -0.9026)  0.67

=====

The following is a DFT calculation (the ωB97M-V functional and the def2-TZVPD basis) of a structure of composition C8H13N3O.

Calculated values
E_LUMO   0.4 eV
Orbital gap   8.603 eV
Total charge   0

Last column: Mulliken charge in e.
CARTESIAN COORDINATES (ANGSTROEM)
C (-3.4130, -1.5868, 0.6200)  -1.02
C (-2.0649, -0.8086, 0.0464)  0.83
C (-2.2372, 0.5638, -0.0722)  -0.50
C (-1.2920, 1.3192, -0.2888)  0.13
C (-1.2677, 2.8163, 0.1766)  -1.01
C (0.1119, -0.6461, -0.2803)  0.48
C (2.4238, -0.6032, -1.0067)  -0.50
C (2.7903, 0.5642, 0.1805)  -0.54
H (-4.2324, -0.6675, 1.1314)  0.21
H (-3.8580, -1.4715, -0.3318)  0.38
H (-3.4093, -2.7285, 0.8562)  0.31
H (-3.1309, 0.9988, 0.1756)  0.30
H (-2.3610, 3.2428, -0.0479)  0.35
H (-0.8701, 2.8809, 1.2826)  0.22
H (-0.5421, 3.5591, -0.5112)  0.26
H (1.3877, -2.3610, -0.3365)  0.33
H (2.2639, 0.0532, -1.9686)  0.25
H (3.4085, -1.2388, -1.1261)  0.35
H (1.9538, 1.3116, 0.2281)  0.36
H (3.6795, 1.0133, -0.0878)  0.40
H (3.1357, -0.0788, 2.3547)  0.30
N (-0.0309, 0.6967, -0.7444)  -0.47
N (1.3092, -1.2393, -0.4569)  -0.17
N (-0.8630, -1.4178, 0.0779)  -0.67
O (3.6699, -0.0629, 1.2489)  -0.60

=====

The following is a DFT calculation (the ωB97M-V functional and the def2-TZVPD basis) of a structure of composition C8H13N3O.

Calculated values
E_LUMO (alpha / beta)   0.7 / 0.7 eV
Orbital gap (alpha / beta)   9.881 / 9.881 eV
Total charge   0

Last column: Mulliken charge in e.
CARTESIAN COORDINATES (ANGSTROEM)
C (2.5898, -1.6630, -0.3407)  -0.29
C (2.1638, -0.5411, 0.2010)  -0.51
C (-1.9255, 0.4703, -0.1694)  -0.77
C (-1.5509, -0.5017, 0.9402)  -0.49
C (-0.9505, 1.6228, -0.4573)  -0.49
C (-0.2265, -1.0364, 0.4034)  -1.26
C (0.4697, 1.1586, -0.6425)  -0.57
C (0.8386, 0.0873, 0.4683)  0.77
N (4.2177, 1.0392, 0.3127)  -0.23
N (3.9870, -1.3156, -0.3527)  -0.59
N (3.5104, -0.0008, 0.0012)  0.65
O (3.5263, 1.9974, 0.6428)  -0.39
H (2.2187, -2.6448, -0.4160)  0.46
H (-2.2172, -0.1293, -1.1098)  0.26
H (-2.8330, 0.8646, 0.1713)  0.40
H (-1.3887, 0.0219, 1.9544)  0.30
H (-2.3234, -1.3469, 1.1207)  0.30
H (-1.3349, 2.1432, -1.3950)  0.29
H (-0.9363, 2.2756, 0.4564)  0.27
H (0.0827, -1.8818, 1.1146)  0.36
H (-0.2324, -1.4053, -0.6047)  0.50
H (0.7806, 0.7029, -1.6819)  0.31
H (1.1495, 2.0397, -0.4672)  0.30
H (0.7562, 0.1857, 1.5581)  0.17
H (4.5973, -1.3614, -1.0947)  0.22

=====

The following is a DFT calculation (the ωB97M-V functional and the def2-TZVPD basis) of the ion C8H13N3O with charge +2.

Calculated values
E_LUMO (alpha / beta)   -11.0 / -11.0 eV
Orbital gap (alpha / beta)   5.862 / 5.861 eV
Total charge   +2

Last column: Mulliken charge in e.
CARTESIAN COORDINATES (ANGSTROEM)
C (-1.4062, -1.5252, -0.2076)  -1.12
C (-0.0684, -1.1561, 0.0063)  0.34
C (-2.5062, -0.6128, -0.2548)  0.65
C (-1.2367, 1.5075, -0.3893)  0.38
C (-3.1952, 1.3248, 0.8406)  -0.06
C (2.3224, -0.2319, -1.3605)  -1.20
C (2.4297, 0.8731, 0.9799)  -1.29
C (1.6579, 0.6106, -0.3826)  0.17
N (0.3630, 0.0776, -0.1093)  -0.33
N (-2.3776, 0.8083, 0.0269)  0.22
N (-3.7208, -1.0131, -0.7035)  -0.37
O (-0.8830, 2.3929, -1.0168)  -0.13
H (-1.6467, -2.5371, -0.1396)  0.43
H (0.7183, -1.9123, 0.1429)  0.50
H (-3.0857, 2.4101, 0.9839)  0.31
H (-3.7688, 0.7384, 1.4946)  0.36
H (1.7804, -0.6712, -2.1283)  0.46
H (3.3184, 0.2351, -1.5301)  0.34
H (2.4285, -1.2201, -0.7316)  0.38
H (2.3440, -0.0182, 1.4998)  0.41
H (2.0017, 1.6211, 1.5959)  0.41
H (3.4174, 1.2220, 0.5887)  0.37
H (1.5306, 1.5988, -0.6181)  0.29
H (-3.9654, -2.0126, -0.8219)  0.29
H (-4.4729, -0.3776, -0.5992)  0.23

=====

The following is a DFT calculation (the ωB97M-V functional and the def2-TZVPD basis) of a cluster of 2 separate species, C8H13N3O2S in total.

Calculated values
E_LUMO   -0.3 eV
Orbital gap   7.294 eV
Total charge   0

Last column: Mulliken charge in e.
CARTESIAN COORDINATES (ANGSTROEM)
C (1.5787, -0.3262, 2.4003)  0.58
C (2.4603, 1.9335, -0.5903)  -0.38
C (1.1081, 0.3288, -0.8574)  -0.02
C (-0.6084, 2.0972, -0.9707)  -1.72
C (-2.1494, -1.3216, 1.1151)  -1.45
C (-1.9066, -2.4331, -1.1352)  -1.53
C (-0.2459, 0.7214, -0.4030)  0.99
C (-1.3001, -1.4388, -0.1500)  0.79
N (2.1444, 0.3983, 1.6419)  0.44
N (3.2853, 1.8334, 0.4031)  0.40
N (3.2193, 1.1980, 1.5441)  -1.43
O (0.8401, -1.0486, 2.9433)  -0.47
O (-1.2215, -0.1895, -0.8373)  -0.40
S (1.7325, -0.8962, -1.6241)  -0.20
H (2.7625, 2.3723, -1.5200)  0.39
H (-0.6338, 2.0457, -2.0551)  0.38
H (0.1305, 2.8301, -0.6594)  0.47
H (-1.5915, 2.3838, -0.6118)  0.41
H (-3.1143, -0.8839, 0.8699)  0.37
H (-2.3028, -2.3081, 1.5418)  0.39
H (-1.6591, -0.7023, 1.8614)  0.32
H (-2.9556, -2.2067, -1.2923)  0.33
H (-1.8135, -3.4433, -0.7543)  0.42
H (-1.3896, -2.3656, -2.0864)  0.35
H (-0.2197, 0.7876, 0.6987)  0.02
H (-0.2887, -1.7692, 0.1250)  0.23
H (4.1387, 2.4027, 0.4028)  0.33

=====

The following is a DFT calculation (the ωB97M-V functional and the def2-TZVPD basis) of the molecule C8H13N3O3.

Calculated values
E_LUMO   0.4 eV
Orbital gap   9.304 eV
Total charge   0
SMILES   CN(C)C1=N[C@](O)(CC(=O)O)C=CN1

Last column: Mulliken charge in e.
CARTESIAN COORDINATES (ANGSTROEM)
C (-1.4610, 2.3523, -0.3153)  -1.05
N (-1.8709, 0.9706, 0.0170)  0.15
C (-3.1790, 0.7406, 0.6258)  -1.09
C (-0.9430, -0.0582, 0.0277)  0.20
N (0.3086, 0.1948, -0.0415)  -0.57
C (1.3437, -0.8561, 0.0680)  0.83
O (1.6671, -0.9276, 1.4181)  -0.54
C (2.6080, -0.4882, -0.7460)  -0.41
C (3.3346, 0.7340, -0.1499)  0.37
O (4.5374, 0.8857, -0.2164)  -0.58
O (2.5076, 1.6676, 0.4606)  -0.50
C (0.5897, -2.3095, -0.4286)  -1.15
C (-0.7160, -2.4082, -0.2962)  -0.29
N (-1.4378, -1.3659, 0.2066)  -0.13
H (-0.6898, 2.3409, -1.0424)  0.38
H (-2.2342, 2.9492, -0.7322)  0.40
H (-0.9087, 2.7937, 0.5803)  0.29
H (-3.7295, -0.0205, -0.0684)  0.31
H (-3.2648, 0.1970, 1.6334)  0.35
H (-3.7638, 1.6219, 0.8320)  0.34
H (2.6019, -1.1255, 1.5606)  0.45
H (2.3282, -0.1769, -1.7837)  0.31
H (3.3493, -1.3652, -0.6017)  0.34
H (1.5695, 1.3876, 0.3644)  0.60
H (1.1065, -3.0064, -1.0345)  0.36
H (-1.1840, -3.3450, -0.6028)  0.37
H (-2.4696, -1.3829, 0.2653)  0.25

=====

The following is a DFT calculation (the ωB97M-V functional and the def2-TZVPD basis) of a structure of composition C8H13N3O6.

Calculated values
E_LUMO   0.1 eV
Orbital gap   10.554 eV
Total charge   0

Last column: Mulliken charge in e.
CARTESIAN COORDINATES (ANGSTROEM)
C (0.6311, 1.5978, 0.2707)  0.65
C (0.9732, 0.7252, -0.9201)  0.14
C (1.7027, 2.7383, 0.4183)  -1.52
C (2.9775, 2.6113, 1.0677)  0.58
C (-1.1883, -0.8816, -0.2918)  -0.03
C (-0.7435, -1.8511, 0.7945)  0.56
C (-2.0029, -1.6474, -1.3325)  -0.82
C (-3.5354, -1.8172, -1.3997)  0.11
H (1.2756, 1.5276, 2.4369)  0.39
H (1.7780, -0.0839, 1.3423)  0.36
H (-0.4398, 1.9153, -0.0582)  0.35
H (1.4987, 3.5949, 1.1834)  0.27
H (2.0066, 3.1210, -0.4906)  0.72
H (3.5167, 1.8042, -0.5879)  0.43
H (0.2308, -1.0403, -1.8032)  0.34
H (-1.7646, -0.0750, 0.1571)  0.58
H (-1.1974, -2.5406, -1.5409)  0.31
H (-1.7671, -1.1444, -2.1693)  0.55
H (-5.0045, -1.5715, -0.1238)  0.30
H (-3.6465, -1.4062, 0.6970)  0.23
H (0.3260, -2.8586, 1.8030)  0.40
N (0.7466, 0.7205, 1.4884)  -0.78
N (-0.0344, -0.2441, -1.2137)  -0.14
N (-4.0721, -1.2390, -0.1877)  -0.43
O (2.0046, 0.9228, -1.5963)  -0.72
O (3.3912, 3.2641, 2.0681)  -0.60
O (3.9701, 1.9918, 0.3373)  -0.52
O (-1.5904, -2.3179, 1.5086)  -0.62
O (-4.1163, -2.2316, -2.4381)  -0.59
O (0.5683, -2.2236, 0.9833)  -0.48

=====

The following is a DFT calculation (the ωB97M-V functional and the def2-TZVPD basis) of the ion C8H13N4 with charge +1.

Calculated values
E_LUMO   -3.6 eV
Orbital gap   9.174 eV
Total charge   +1
SMILES   [NH3+][C@H]1CCC/C=N\[C@H]2N=CN=C21

Last column: Mulliken charge in e.
CARTESIAN COORDINATES (ANGSTROEM)
N (1.6074, 2.0204, -0.3435)  -0.43
C (1.0487, 0.6457, -0.5317)  0.28
C (1.8652, -0.3753, 0.3484)  -1.51
C (0.8397, -1.3062, 1.0279)  -0.60
C (0.2065, -2.1296, -0.1091)  -0.67
C (-1.3710, -2.1948, -0.1305)  -0.05
N (-2.2450, -1.3227, -0.3366)  -0.44
C (-1.9936, -0.0124, -0.4351)  0.63
N (-2.8348, 0.9427, 0.1688)  -0.47
C (-2.1642, 1.9708, 0.4627)  -0.35
N (-0.7854, 1.9031, 0.4291)  -0.62
C (-0.4040, 0.8086, -0.1383)  0.08
H (1.0384, 2.4495, 0.5151)  0.44
H (1.2495, 2.7723, -0.9239)  0.39
H (2.6238, 2.2796, -0.3569)  0.31
H (0.9955, 0.5927, -1.6650)  0.38
H (2.3267, 0.1250, 1.0702)  0.54
H (2.5245, -0.8871, -0.1938)  0.48
H (0.0275, -0.8949, 1.6896)  0.46
H (1.2383, -2.1181, 1.5905)  0.36
H (0.6308, -3.1948, -0.2002)  0.45
H (0.3000, -1.7974, -1.1441)  0.29
H (-1.8290, -3.2590, 0.0429)  0.35
H (-2.1102, 0.1792, -1.5913)  0.24
H (-2.7853, 2.8026, 0.7546)  0.47

=====

The following is a DFT calculation (the ωB97M-V functional and the def2-TZVPD basis) of a structure of composition C8H13N4O2.

Calculated values
E_LUMO   -3.6 eV
Orbital gap   8.613 eV
Total charge   +1

Last column: Mulliken charge in e.
CARTESIAN COORDINATES (ANGSTROEM)
C (0.7337, 0.8279, 0.0696)  -0.02
C (-0.0114, 0.0486, 0.8624)  0.67
C (1.3083, 2.1144, 0.5616)  -0.03
C (0.0814, 1.6996, 2.6836)  0.19
C (1.1993, 0.4468, -1.2860)  -0.81
C (0.5522, -0.8560, -1.9271)  -1.15
C (-0.7227, -1.6674, 0.1108)  -0.45
C (-0.8362, -1.2647, -1.3079)  -0.20
N (-0.2890, 0.4115, 2.1420)  -0.21
N (0.9247, 2.4655, 1.8621)  -0.05
N (-0.0097, -2.7721, 0.4030)  -0.53
N (-1.6929, 0.0374, -1.3523)  -0.30
O (1.9213, 2.8277, -0.1637)  -0.57
O (-0.4367, 2.0704, 3.7068)  -0.56
H (1.2236, 1.3421, -1.9071)  0.43
H (2.2296, 0.2300, -1.0672)  0.45
H (0.4717, -0.6950, -2.9452)  0.46
H (1.2008, -1.6476, -1.7375)  0.47
H (-1.7914, -1.8660, 0.6032)  0.33
H (-1.3340, -1.9868, -1.8960)  0.56
H (-1.0194, -0.1648, 2.7163)  0.30
H (1.3393, 3.2800, 2.3649)  0.29
H (1.0194, -2.5805, 0.2486)  0.31
H (-0.0877, -3.2038, 1.3558)  0.33
H (-1.1926, 0.8491, -1.3083)  0.28
H (-2.4329, -0.0190, -0.5823)  0.37
H (-2.3489, 0.0729, -2.2100)  0.42

=====

The following is a DFT calculation (the ωB97M-V functional and the def2-TZVPD basis) of the molecule C8H13N5.

Calculated values
E_LUMO   0.3 eV
Orbital gap   8.607 eV
Total charge   0

Last column: Mulliken charge in e.
CARTESIAN COORDINATES (ANGSTROEM)
C (-1.3102, 0.3699, 0.2586)  -0.28
C (-2.3394, -0.4633, -0.1645)  0.84
C (-0.1161, -0.3161, 0.6035)  0.77
C (-0.0084, -0.6683, 2.0529)  -1.40
C (1.4047, 1.3632, -0.0135)  -1.81
C (0.5837, -0.0734, -1.9256)  -1.85
C (2.0805, -0.9923, -0.2588)  -2.12
C (1.0354, -0.0544, -0.4424)  2.56
N (-1.7106, 1.6211, 0.3460)  -0.67
N (-3.4222, 0.2649, -0.4276)  -0.76
N (-2.0856, -1.7947, -0.1763)  -0.31
N (-0.9733, -2.1217, 0.2255)  -0.33
N (-3.0060, 1.4639, -0.0147)  0.07
H (0.5921, -1.5638, 2.0493)  0.42
H (-0.9249, -0.8971, 2.4443)  0.51
H (0.3860, 0.1350, 2.6934)  0.28
H (2.4200, 1.7607, -0.3095)  0.35
H (1.5788, 1.4404, 1.0515)  0.38
H (0.6391, 2.0045, -0.2761)  0.46
H (-0.3136, 0.4031, -2.0832)  0.43
H (1.3630, 0.3741, -2.6311)  0.38
H (0.3793, -1.0625, -2.2203)  0.46
H (2.8538, -0.8765, -0.9663)  0.53
H (1.7957, -2.0311, -0.2651)  0.40
H (2.6508, -0.6687, 0.6313)  0.40
H (-3.5525, 2.3830, -0.1812)  0.28

=====

no.,energy (eV)
1,-15570.85134
2,-30500.40057
3,-22313.51973
4,-15017.52186
5,-15018.66707
6,-15001.43426
7,-27901.37888
8,-19118.31472
9,-25257.77525
10,-14456.53691
11,-18554.53886
12,-15952.81411